[1]
This record from the OMol25 dataset describes 11 unconnected molecules or ions with the total composition C33H37Cl30F2NO3Si. The level of theory is the ωB97M-V functional and the def2-TZVPD basis.

E_LUMO	-1.12	eV
largest force on an atom	0.9	eV/Å
gap between HOMO and LUMO	7.08	eV
SMILES string	C[Si](C)(CCC(F)(F)C1=C(CCCCn2cccc2)C(=O)OC1=O)c1ccccc1.ClC(Cl)Cl.ClC(Cl)Cl.ClC(Cl)Cl.ClC(Cl)Cl.ClC(Cl)Cl.ClC(Cl)Cl.ClC(Cl)Cl.ClC(Cl)Cl.ClC(Cl)Cl.ClC(Cl)Cl

ORCA input file:
```
! wB97M-V def2-TZVPD RIJCOSX def2/J DEFGRID3
* xyz 0 1
C -1.87 1.67 -2.71
Si -0.51 2.19 -1.52
C -1.13 3.68 -0.55
C -0.20 0.82 -0.27
C -0.01 -0.54 -0.98
C 1.15 -1.33 -0.43
F 1.15 -1.28 0.93
F 0.99 -2.64 -0.76
C 2.48 -0.89 -0.97
C 3.59 -0.47 -0.35
C 3.90 -0.29 1.09
C 3.81 1.18 1.58
C 2.66 1.42 2.57
C 1.90 2.73 2.43
N 2.69 3.95 2.55
C 2.37 4.94 3.44
C 3.26 5.98 3.31
C 4.17 5.61 2.28
C 3.79 4.36 1.84
C 4.57 -0.19 -1.43
O 5.61 0.40 -1.36
O 4.08 -0.67 -2.62
C 2.73 -0.92 -2.43
O 1.99 -1.13 -3.34
C 1.10 2.54 -2.42
C 2.29 2.60 -1.68
C 3.53 2.82 -2.28
C 3.59 3.03 -3.66
C 2.42 2.98 -4.41
C 1.18 2.73 -3.81
H -2.50 0.95 -2.20
H -2.44 2.56 -2.97
H -1.44 1.22 -3.60
H -2.14 3.46 -0.20
H -0.50 3.88 0.31
H -1.17 4.57 -1.18
H 0.68 1.02 0.35
H -1.07 0.77 0.37
H 0.07 -0.44 -2.05
H -0.89 -1.16 -0.81
H 3.28 -0.93 1.71
H 4.92 -0.62 1.23
H 4.74 1.39 2.10
H 3.78 1.85 0.73
H 3.04 1.34 3.59
H 1.93 0.63 2.41
H 1.18 2.78 3.24
H 1.29 2.76 1.52
H 1.52 4.89 4.10
H 3.23 6.88 3.89
H 5.00 6.20 1.94
H 4.26 3.79 1.05
H 2.25 2.46 -0.60
H 4.43 2.84 -1.67
H 4.55 3.21 -4.13
H 2.48 3.14 -5.48
H 0.29 2.67 -4.42
Cl -5.59 -0.26 -3.13
C -4.93 -1.56 -2.15
Cl -3.80 -0.93 -0.95
Cl -6.21 -2.48 -1.36
H -4.38 -2.23 -2.80
Cl 2.13 -4.85 -5.74
C 2.77 -4.19 -4.23
Cl 2.30 -5.19 -2.85
Cl 4.52 -4.02 -4.32
H 2.34 -3.21 -4.09
Cl -1.87 1.66 2.61
C -1.21 0.27 3.46
Cl -0.09 0.77 4.73
Cl -2.51 -0.73 4.15
H -0.66 -0.34 2.75
Cl -1.04 -2.46 -7.94
C -0.83 -2.65 -6.20
Cl -0.65 -1.09 -5.40
Cl -2.16 -3.57 -5.50
H 0.09 -3.21 -6.04
Cl -6.85 -3.59 -6.05
C -6.03 -5.15 -6.16
Cl -5.33 -5.38 -7.76
Cl -4.80 -5.29 -4.91
H -6.77 -5.93 -5.99
Cl 5.44 -2.04 3.92
C 5.49 -1.86 5.68
Cl 5.45 -0.16 6.13
Cl 4.16 -2.75 6.43
H 6.42 -2.29 6.03
Cl -4.69 -4.91 5.69
C -5.66 -3.45 5.48
Cl -4.73 -2.02 5.93
Cl -6.23 -3.32 3.82
H -6.52 -3.51 6.13
Cl -5.03 1.13 3.22
C -6.07 2.42 2.63
Cl -7.08 3.05 3.93
Cl -5.10 3.71 1.90
H -6.71 2.02 1.86
Cl 4.24 -3.27 0.09
C 4.78 -4.88 0.59
Cl 5.93 -4.72 1.91
Cl 3.41 -5.87 1.06
H 5.27 -5.35 -0.25
Cl -9.97 -2.75 3.29
C -10.00 -1.10 3.93
Cl -10.21 -1.12 5.68
Cl -8.54 -0.22 3.49
H -10.85 -0.59 3.50
*
```

[2]
This record from the OMol25 dataset describes a molecular structure, C33H38BaI2N6Te. The level of theory is the ωB97M-V functional and the def2-TZVPD basis.

E_LUMO	-0.18	eV
largest force on an atom	0.3	eV/Å
gap between HOMO and LUMO	6.16	eV

ORCA input file:
```
! wB97M-V def2-TZVPD RIJCOSX def2/J DEFGRID3
* xyz 0 1
Ba 1.03 -1.35 0.02
C 0.36 2.48 -0.35
N 0.92 1.33 -1.06
C 0.39 1.26 -2.41
C 2.36 1.25 -0.94
C 3.20 1.42 -2.04
C 4.57 1.26 -1.92
C 5.10 0.92 -0.69
C 4.28 0.76 0.42
C 2.89 0.94 0.35
N 1.97 0.68 1.33
C 2.32 0.48 2.66
C 3.35 1.14 3.33
C 3.63 0.89 4.67
C 2.87 -0.03 5.38
C 1.81 -0.66 4.74
C 1.52 -0.41 3.41
N 0.38 -1.02 2.76
C -0.07 -2.28 3.34
C -0.73 -0.06 2.67
H 0.56 3.42 -0.90
H 0.80 2.54 0.64
H -0.72 2.35 -0.23
H 0.61 2.15 -3.01
H -0.69 1.14 -2.35
H 0.80 0.39 -2.94
H 2.78 1.67 -3.00
H 5.21 1.39 -2.79
H 6.16 0.75 -0.58
H 4.72 0.44 1.35
H 3.93 1.88 2.80
H 4.44 1.41 5.15
H 3.10 -0.26 6.41
H 1.21 -1.37 5.30
H -0.51 -2.15 4.34
H 0.78 -2.96 3.40
H -0.83 -2.71 2.70
H -1.12 0.19 3.67
H -1.55 -0.50 2.09
H -0.39 0.84 2.18
C -0.62 -7.32 -2.13
C 0.34 -6.43 -1.37
C 0.61 -6.65 -0.03
C 1.48 -5.83 0.70
C 1.68 -6.12 2.16
C 2.12 -4.75 0.06
Te 3.41 -3.46 1.17
C 1.91 -4.57 -1.33
C 2.72 -3.60 -2.15
C 1.00 -5.39 -2.00
H -1.18 -7.95 -1.45
H -0.09 -7.97 -2.83
H -1.33 -6.73 -2.71
H 0.13 -7.48 0.48
H 1.12 -7.01 2.46
H 1.37 -5.27 2.77
H 2.74 -6.27 2.38
H 2.35 -2.56 -2.15
H 2.72 -3.90 -3.19
H 3.74 -3.54 -1.78
H 0.85 -5.23 -3.06
I -2.95 -6.68 1.26
C -2.81 -4.78 0.43
C -3.93 -4.14 -0.06
C -3.79 -2.86 -0.59
C -2.53 -2.29 -0.61
N -1.45 -2.91 -0.13
C -1.58 -4.13 0.37
H -4.90 -4.62 -0.03
H -4.64 -2.32 -0.98
H -2.39 -1.29 -1.00
H -0.68 -4.62 0.73
I -6.96 1.58 1.22
C -5.11 1.62 0.32
C -4.65 2.53 -0.60
N -3.40 2.14 -0.91
N -3.01 1.05 -0.25
C -4.05 0.72 0.50
H -5.12 3.39 -1.04
H -2.75 2.60 -1.53
H -4.00 -0.14 1.15
*
```

[3]
This record from the OMol25 dataset describes a molecular structure, C33H38Cl2N5O2Os. The level of theory is the ωB97M-V functional and the def2-TZVPD basis.

E_LUMO (spin up / spin down)	-2.98 / -4.32	eV
largest force on an atom	0.9	eV/Å
gap between HOMO and LUMO (spin up / spin down)	7.13 / 6.24	eV

ORCA input file:
```
! wB97M-V def2-TZVPD RIJCOSX def2/J DEFGRID3
* xyz 1 5
Os -0.02 -0.22 0.54
C 1.22 -2.09 2.72
C -0.29 -2.33 2.81
C -0.81 -2.94 1.54
C -1.20 -4.26 1.47
C -1.66 -4.79 0.27
C -1.73 -3.96 -0.83
C -1.32 -2.65 -0.71
N -0.85 -2.15 0.45
N 1.56 -0.85 1.97
C 2.90 -0.96 1.34
C 2.86 -1.53 -0.05
C 4.02 -2.01 -0.62
C 4.02 -2.34 -1.96
C 2.84 -2.21 -2.68
C 1.72 -1.77 -2.03
N 1.72 -1.43 -0.74
C 1.59 0.32 2.90
C 1.56 1.61 2.13
C 2.29 2.71 2.50
C 2.16 3.88 1.75
C 1.32 3.89 0.65
C 0.66 2.74 0.31
N 0.76 1.62 1.04
H 1.69 -2.93 2.20
H 1.66 -2.04 3.72
H -0.80 -1.38 2.99
H -0.51 -2.98 3.65
H -1.16 -4.87 2.37
H -1.96 -5.83 0.21
H -2.10 -4.32 -1.78
H -1.38 -1.95 -1.53
H 3.58 -1.52 1.98
H 3.31 0.04 1.20
H 4.92 -2.09 -0.02
H 4.93 -2.68 -2.44
H 2.80 -2.45 -3.74
H 0.77 -1.68 -2.56
H 2.47 0.29 3.54
H 0.71 0.27 3.55
H 2.96 2.66 3.34
H 2.73 4.76 2.01
H 1.22 4.77 0.03
H 0.04 2.68 -0.57
Cl 5.87 0.69 -1.83
C 5.43 1.78 -0.51
Cl 5.78 1.03 1.08
C 3.92 2.19 -0.58
O 3.75 3.41 -0.68
O 3.09 1.24 -0.49
H 6.04 2.67 -0.59
C -2.65 1.53 2.19
C -3.76 0.76 1.47
C -3.76 -0.72 1.86
C -3.81 0.92 -0.05
C -5.06 1.12 -0.60
C -5.25 1.25 -1.96
C -4.15 1.24 -2.81
C -2.87 1.06 -2.35
C -1.76 1.25 -3.38
C -0.60 0.25 -3.37
C -1.24 2.70 -3.27
C -2.66 0.80 -0.93
N -1.46 0.46 -0.49
H -2.80 1.46 3.27
H -2.64 2.58 1.91
H -1.67 1.11 1.96
H -4.70 1.19 1.83
H -2.88 -1.22 1.45
H -4.64 -1.23 1.45
H -3.77 -0.84 2.94
H -5.91 1.18 0.07
H -6.25 1.39 -2.36
H -4.30 1.40 -3.88
H -2.24 1.15 -4.35
H 0.01 0.33 -2.48
H 0.06 0.45 -4.23
H -0.97 -0.77 -3.47
H -1.00 2.94 -2.24
H -2.00 3.40 -3.61
H -0.35 2.84 -3.89
*
```

Calculated calculated total energy in order - -15855.14229, -2497.76558, -2715.38127 Eh
Calculated energy above the lowest of the compared OMol25 structures with the same formula, charge and spin in order - 0.000, 1.424, 0.733 eV